Molecular formula: C76H190N14O19
Method: DFT, ωB97M-V/def2-TZVPD

XYZ file:
```
299
Properties=species:S:1:pos:R:3:forces:R:3
C 16.382 8.994 15.939 -0.489 -0.935 -1.395
O 15.377 9.497 16.765 0.103 -0.308 0.152
C 15.326 10.885 16.628 -0.408 0.807 -0.182
C 14.338 11.374 17.671 0.033 -0.561 1.502
N 13.862 12.761 17.717 1.222 -0.180 0.107
C 14.930 13.689 17.396 0.097 1.044 0.463
C 14.535 15.131 17.039 -0.817 -0.312 -0.876
O 13.703 15.151 15.835 1.122 -0.500 0.656
C 12.992 16.339 15.581 -0.371 -0.592 -0.552
H 17.329 9.500 16.066 0.325 0.362 0.101
H 16.067 9.075 14.853 0.440 -0.076 0.943
H 16.542 7.940 16.176 -0.165 0.072 -0.027
H 14.919 11.176 15.651 0.361 -0.034 -0.324
H 16.360 11.249 16.745 -0.320 0.421 -0.015
H 14.785 11.060 18.644 -0.302 0.453 -0.418
H 13.471 10.719 17.569 -0.153 0.075 -0.057
H 13.257 12.900 16.954 -1.547 -0.304 -1.157
H 15.503 13.362 16.527 0.319 -0.181 0.075
H 15.549 13.782 18.297 0.417 0.001 -0.477
H 15.498 15.617 16.822 -0.394 0.314 0.170
H 13.991 15.658 17.826 0.131 -0.002 0.295
H 13.596 17.255 15.608 0.180 -0.198 -0.303
H 12.207 16.454 16.323 -0.291 0.163 0.213
H 12.499 16.174 14.582 0.605 0.440 0.928
C 7.792 16.097 21.880 0.661 0.385 1.978
O 9.008 16.843 21.997 -0.017 0.606 0.547
C 9.024 17.750 23.170 -0.216 -0.475 -2.570
C 10.271 18.667 23.059 -1.213 -1.504 -1.258
N 10.472 19.274 24.309 1.262 1.805 1.399
C 9.581 20.421 24.557 -0.855 -0.832 -0.831
C 9.436 20.737 26.027 -0.055 -0.938 0.242
O 8.709 19.684 26.677 0.160 -0.058 -0.962
C 8.577 19.826 28.067 0.154 1.175 -0.324
H 7.510 15.739 22.937 -0.090 0.463 -1.532
H 7.966 15.224 21.266 0.151 -0.112 -0.210
H 7.043 16.741 21.419 -0.415 -0.159 0.206
H 9.011 17.102 24.013 0.327 -0.263 1.119
H 8.075 18.340 23.180 0.630 -0.267 -0.059
H 10.060 19.370 22.236 0.145 0.081 -0.057
H 11.186 18.110 22.773 -0.614 -0.008 0.079
H 11.396 19.728 24.259 -0.353 -0.401 0.325
H 8.560 20.181 24.183 0.512 -0.053 0.343
H 9.891 21.251 23.893 -0.015 0.181 0.782
H 8.897 21.651 26.130 -0.589 0.976 0.175
H 10.387 20.863 26.528 0.588 0.008 0.042
H 7.818 19.134 28.393 -0.022 -0.533 0.164
H 8.150 20.836 28.270 0.567 -0.373 0.297
H 9.550 19.653 28.577 -0.597 0.228 -0.047
C 16.583 18.216 25.154 -2.663 -0.154 0.405
O 17.431 19.034 24.434 0.321 0.417 -0.603
C 18.725 19.081 24.981 0.392 -1.829 -1.365
C 18.887 19.809 26.237 0.780 1.722 1.700
N 18.836 18.943 27.423 -0.475 1.156 0.551
C 18.798 19.817 28.667 1.255 -2.406 -0.873
C 19.065 18.911 29.915 1.340 1.983 -2.546
O 20.434 18.512 29.853 -0.783 -0.261 1.019
C 20.752 17.503 30.858 0.212 1.387 -0.763
H 16.893 17.171 25.293 0.656 0.235 0.088
H 15.630 18.104 24.556 0.827 0.430 0.700
H 16.341 18.681 26.148 0.091 -0.647 -0.668
H 19.372 19.453 24.167 -0.158 -0.138 0.422
H 18.973 18.031 25.235 0.411 0.255 -0.443
H 18.041 20.497 26.361 0.358 0.369 -0.216
H 19.887 20.386 26.199 -1.412 -0.403 0.124
H 19.699 18.432 27.421 0.437 -0.408 0.381
H 17.811 20.262 28.682 -0.081 0.330 0.251
H 19.624 20.537 28.563 -0.429 0.303 0.411
H 18.414 18.091 29.848 -0.956 -1.370 0.190
H 18.889 19.528 30.748 -0.326 0.539 1.589
H 21.110 17.930 31.846 -1.177 -0.249 -0.821
H 21.677 17.167 30.411 -0.005 -1.263 0.158
H 19.872 16.808 30.890 1.246 0.187 0.387
C 14.534 24.369 16.203 -1.079 -0.269 -0.198
O 14.131 24.173 17.529 -0.267 0.717 0.923
C 14.865 23.229 18.275 -1.577 -2.066 -0.779
C 14.379 23.303 19.707 1.879 2.384 -0.416
N 14.638 24.654 20.248 -0.116 0.817 0.979
C 15.998 24.957 20.684 -0.293 -0.385 -1.598
C 16.263 24.498 22.043 0.765 -0.939 2.152
O 16.354 23.049 22.146 0.312 0.629 -1.003
C 16.892 22.595 23.351 -1.296 -0.215 1.805
H 15.621 24.555 16.130 -0.440 -0.006 -0.250
H 13.888 25.185 15.798 0.915 -0.305 0.333
H 14.192 23.470 15.673 0.696 -0.020 -0.506
H 15.908 23.374 18.134 1.232 0.199 0.157
H 14.631 22.171 17.908 0.288 1.052 0.107
H 14.903 22.619 20.355 -0.276 -0.584 0.126
H 13.326 23.273 19.699 -1.321 -0.914 0.166
H 14.391 25.348 19.570 -0.493 0.100 -0.442
H 16.261 26.050 20.621 -0.521 -1.045 -0.126
H 16.645 24.374 20.028 0.802 0.338 -0.154
H 15.451 24.751 22.718 -0.092 0.556 0.246
H 17.201 24.983 22.387 -0.245 -0.482 0.126
H 17.033 21.504 23.327 -0.201 0.320 -0.211
H 16.209 22.831 24.252 0.690 -0.311 -1.229
H 17.833 23.050 23.600 0.730 0.389 -0.103
C 14.820 10.024 22.114 -1.768 0.399 0.270
O 15.818 10.874 21.738 2.070 0.933 -1.178
C 15.346 12.113 21.188 0.654 -0.427 0.140
C 16.493 12.937 20.545 -0.422 -0.693 0.808
N 17.625 12.974 21.455 1.118 0.041 -1.333
C 17.485 13.665 22.706 -0.913 -1.425 1.511
C 18.445 13.070 23.729 1.627 -0.016 -0.751
O 18.058 11.778 24.070 0.386 -1.863 1.076
C 19.184 10.914 24.472 -1.478 -0.104 -2.287
H 15.180 9.027 22.262 0.466 -0.508 0.150
H 14.045 10.003 21.350 -0.288 -0.290 -0.290
H 14.309 10.378 23.022 0.112 -0.124 0.155
H 14.902 12.602 22.050 -0.559 0.680 -0.361
H 14.679 11.882 20.373 -0.968 0.144 0.048
H 16.120 13.958 20.298 0.269 -0.692 0.297
H 16.810 12.438 19.601 -0.140 0.348 0.587
H 17.981 12.020 21.547 -0.331 0.449 0.421
H 16.464 13.591 23.144 0.371 -0.143 -0.272
H 17.671 14.701 22.608 0.374 1.292 -0.276
H 18.601 13.697 24.625 -0.250 0.022 -0.276
H 19.437 12.914 23.237 -0.307 0.885 0.104
H 19.917 11.440 25.039 0.180 0.329 1.226
H 19.762 10.610 23.565 -0.523 0.161 0.222
H 18.744 9.985 24.880 0.383 0.823 0.246
C 10.348 11.686 17.617 0.218 1.139 -1.154
C 10.462 12.823 16.576 0.924 0.173 -0.483
C 10.735 14.198 17.186 -0.149 -0.560 0.964
O 9.929 14.340 18.357 0.282 -0.209 -0.205
C 9.337 15.594 18.526 -1.004 0.878 0.527
N 11.543 12.550 15.525 -0.921 -0.914 1.949
H 10.360 10.782 17.036 -0.721 -0.714 -0.111
H 9.431 11.870 18.200 0.625 -0.481 -0.069
H 11.253 11.603 18.186 0.334 0.340 0.861
H 9.507 12.869 16.078 -0.585 0.078 -0.235
H 10.481 15.008 16.515 0.068 0.107 -0.522
H 11.784 14.274 17.482 0.052 0.034 -0.151
H 9.559 16.048 19.504 0.222 -0.348 -0.080
H 8.232 15.484 18.503 0.429 0.112 -0.203
H 9.632 16.348 17.785 -0.066 -0.292 -0.107
H 11.386 11.581 15.276 0.315 -0.363 0.051
H 11.286 12.998 14.681 -0.170 1.049 -0.888
C 19.160 17.493 15.504 0.618 -0.329 0.695
C 18.221 17.172 14.403 -1.303 -0.957 -0.470
C 17.609 15.790 14.664 -0.546 0.610 0.172
O 18.602 14.804 14.752 0.182 1.063 0.409
C 18.093 13.609 15.232 0.606 -1.498 -1.163
N 17.027 18.059 14.293 0.382 0.571 -0.284
H 19.741 18.372 15.285 0.584 0.290 -0.103
H 19.792 16.588 15.671 -0.154 0.970 -0.254
H 18.661 17.690 16.449 -0.415 -0.025 0.161
H 18.794 16.959 13.483 -0.046 0.848 -0.106
H 16.980 15.596 13.775 -0.328 -0.285 0.555
H 17.018 15.844 15.620 0.289 -0.149 -0.899
H 17.566 13.614 16.175 0.213 0.557 0.688
H 18.987 12.948 15.266 -0.925 0.023 0.139
H 17.343 13.243 14.510 0.201 -0.381 0.019
H 17.155 19.080 14.184 0.790 -0.916 0.210
H 16.467 17.822 13.482 0.056 -0.382 0.053
C 10.784 18.525 14.527 -0.713 -0.352 0.267
C 10.435 18.907 15.950 -0.178 1.543 -1.472
C 10.815 20.393 16.200 -0.464 -1.251 -0.300
O 10.345 20.682 17.495 1.245 -0.253 1.204
C 10.846 21.927 17.943 0.649 0.398 -0.262
N 9.040 18.728 16.165 -0.865 -0.632 1.106
H 10.141 19.100 13.885 -0.088 0.638 -0.504
H 10.521 17.496 14.254 0.406 0.005 0.441
H 11.809 18.759 14.334 0.728 -0.084 -0.442
H 10.965 18.326 16.664 0.658 -0.584 0.641
H 10.295 21.077 15.522 0.068 -0.093 -0.460
H 11.892 20.469 16.035 0.248 0.437 0.499
H 11.961 22.023 17.993 -0.560 -0.414 -0.739
H 10.608 22.188 18.972 -0.910 -0.400 -0.059
H 10.413 22.606 17.217 0.324 1.031 0.280
H 8.452 18.967 15.392 -0.040 0.195 -0.605
H 8.800 19.342 16.927 -0.500 -0.091 0.331
C 14.343 15.073 24.858 -0.415 -0.183 0.994
C 13.446 16.112 24.209 -0.781 -0.775 -0.610
C 12.395 15.334 23.337 1.698 0.160 -0.921
O 13.044 14.905 22.096 -1.921 -0.484 -0.291
C 12.044 14.353 21.145 0.040 0.045 1.240
N 12.784 16.905 25.192 0.404 0.061 1.440
H 15.020 14.562 24.193 0.049 -0.066 -0.442
H 13.726 14.307 25.368 0.129 0.193 -0.360
H 14.918 15.501 25.667 0.371 0.386 0.106
H 14.015 16.851 23.651 0.073 -0.495 -0.666
H 11.501 15.929 23.168 -0.045 0.194 -0.360
H 12.116 14.396 23.797 -0.297 -0.121 0.693
H 11.647 15.182 20.572 -0.428 0.187 -0.023
H 11.176 13.765 21.628 1.523 0.911 -0.452
H 12.598 13.736 20.457 0.141 -0.439 -0.158
H 12.269 17.707 24.899 -0.367 0.302 -0.539
H 12.219 16.367 25.813 -0.439 -0.292 0.446
C 19.812 20.608 12.715 0.715 -0.556 0.526
C 19.658 21.908 13.495 -0.896 -0.990 0.669
C 18.784 21.665 14.747 -0.155 1.699 -0.040
O 17.522 21.164 14.405 -0.105 -0.714 0.135
C 16.687 20.995 15.534 -1.360 1.254 -0.387
N 20.911 22.383 14.042 2.179 1.248 -1.046
H 18.851 20.272 12.348 -0.157 -0.053 -0.326
H 20.153 19.809 13.431 -0.079 0.625 -0.673
H 20.558 20.700 11.894 -0.594 -0.060 0.474
H 19.117 22.638 12.879 0.483 0.143 0.044
H 18.597 22.660 15.269 0.593 -0.962 -0.381
H 19.349 21.014 15.418 -0.096 -0.215 0.210
H 16.486 22.013 16.017 0.472 -1.365 -0.211
H 17.007 20.222 16.243 0.455 0.369 -0.141
H 15.718 20.656 15.118 0.372 0.114 0.327
H 21.186 23.283 13.572 -0.185 -1.415 0.796
H 21.721 21.711 13.925 -1.526 1.037 0.005
C 11.029 23.862 24.767 2.567 1.002 1.868
C 12.429 23.704 24.156 0.400 -0.011 -0.392
C 12.732 22.330 23.474 0.710 1.620 1.536
O 12.646 21.298 24.401 -0.697 -1.683 0.522
C 13.734 21.121 25.298 0.546 1.094 -1.384
N 12.574 24.737 23.132 0.651 0.248 -0.655
H 10.910 23.155 25.583 -0.187 -0.111 0.090
H 10.311 23.739 24.044 -1.913 -0.165 -1.648
H 11.012 24.904 25.208 -0.322 -1.089 -0.508
H 13.118 23.850 25.004 0.215 -0.120 -0.234
H 13.747 22.330 23.063 -0.013 0.265 -0.398
H 11.999 22.191 22.715 -0.533 -0.401 -0.770
H 13.506 20.337 25.993 -0.454 0.025 0.613
H 13.950 22.122 25.687 0.156 -0.466 0.824
H 14.649 20.789 24.785 -0.122 0.030 -0.294
H 13.417 24.711 22.538 -0.549 -0.701 0.251
H 12.658 25.647 23.550 -0.392 0.425 0.365
C 19.421 23.786 18.635 -1.161 1.889 0.045
C 19.403 22.474 19.342 1.125 0.062 0.163
C 19.866 22.585 20.786 0.850 0.636 0.203
O 21.118 23.333 20.903 -1.662 -0.310 0.021
C 22.221 22.512 21.137 -0.481 -1.004 0.517
N 18.115 21.853 19.366 -0.257 -0.626 -2.064
H 18.615 24.411 19.106 0.733 -0.156 -0.554
H 19.199 23.684 17.582 -0.446 -0.277 -0.308
H 20.357 24.350 18.629 0.057 -0.307 0.585
H 20.097 21.862 18.747 -0.012 -0.395 0.516
H 20.024 21.539 21.091 -0.111 0.298 0.572
H 19.062 23.097 21.413 1.045 -0.617 -0.702
H 23.085 23.149 21.138 0.491 0.152 0.199
H 22.336 21.745 20.366 0.086 0.003 -0.244
H 22.100 21.948 22.096 0.321 0.506 -0.377
H 17.592 21.865 20.200 -0.428 0.076 1.213
H 18.122 20.945 18.926 -0.257 -0.011 0.217
C 19.584 15.396 18.483 0.793 0.550 -0.948
C 20.546 16.146 19.377 0.901 -0.626 0.908
C 20.454 17.638 19.149 -1.880 -0.419 0.524
C 21.210 18.427 20.146 0.707 2.499 -0.881
C 20.778 18.133 21.523 0.553 -0.278 0.126
C 20.739 16.687 21.858 0.561 -2.019 -0.863
N 20.090 15.913 20.743 -1.319 0.026 1.111
O 20.090 14.505 21.090 1.023 0.702 -0.187
C 22.125 16.082 22.174 0.566 1.066 0.572
C 19.899 16.522 23.066 -0.545 -0.254 1.609
C 21.996 15.577 19.134 -0.750 0.542 0.299
H 18.566 15.741 18.581 -0.367 0.283 0.049
H 19.641 14.383 18.782 -0.155 -1.239 0.072
H 19.921 15.468 17.434 -0.327 -0.047 0.366
H 20.704 17.764 18.118 0.255 0.723 -0.722
H 19.386 17.973 19.347 0.781 -0.685 -0.737
H 20.954 19.509 19.994 0.462 -0.590 -0.175
H 22.283 18.363 20.030 0.448 -0.203 -0.064
H 19.815 18.543 21.682 -1.308 0.433 0.149
H 21.424 18.610 22.234 0.464 0.370 0.502
H 22.390 16.332 23.201 -0.015 0.286 0.219
H 22.133 15.003 22.183 -0.113 -0.270 -0.552
H 22.938 16.512 21.569 -0.323 -0.385 0.042
H 18.859 16.866 22.941 0.167 -0.556 -0.288
H 20.014 15.469 23.349 -0.696 0.196 0.293
H 20.250 17.143 23.911 0.347 -0.375 -0.488
H 22.138 15.590 18.064 0.458 -0.032 -0.361
H 21.961 14.547 19.477 0.192 -0.172 -0.015
H 22.823 16.096 19.663 -0.731 -0.214 -0.575
H 19.192 14.124 21.025 -0.271 0.419 -0.112
C 12.903 20.011 20.423 -0.968 -1.260 -0.341
C 13.218 18.675 19.620 0.458 1.290 0.731
C 13.804 19.136 18.301 -0.213 -1.099 -0.734
C 15.282 19.569 18.392 -0.484 0.298 0.457
C 16.121 18.445 18.991 0.154 -0.071 -0.584
C 15.621 18.128 20.392 -1.921 -0.539 0.587
N 14.150 17.732 20.245 0.085 0.128 0.545
O 13.552 17.432 21.553 0.946 0.103 -1.378
C 16.325 16.851 20.853 -0.396 1.411 1.388
C 15.808 19.284 21.398 0.678 -0.749 0.522
C 11.919 17.926 19.383 -0.729 -1.109 -0.639
H 12.862 19.814 21.483 0.065 -0.117 0.478
H 11.853 20.220 20.114 0.785 0.565 0.171
H 13.601 20.836 20.253 -0.361 -0.218 -0.249
H 13.634 18.245 17.616 0.760 1.053 0.314
H 13.140 19.929 17.927 0.330 -0.036 -0.027
H 15.430 20.450 19.056 -0.417 -0.344 -0.469
H 15.571 19.898 17.405 0.326 -0.175 -0.163
H 17.218 18.703 19.100 -1.060 -0.306 -0.444
H 15.963 17.530 18.351 0.553 0.715 0.604
H 15.888 16.545 21.827 0.769 0.079 -0.381
H 16.170 16.089 20.161 -0.740 -1.346 -1.279
H 17.398 16.989 20.807 0.459 0.143 0.762
H 16.880 19.361 21.537 0.488 0.417 -0.082
H 15.410 20.252 21.097 -0.019 -0.167 0.029
H 15.484 19.035 22.430 -0.340 0.006 -0.786
H 12.097 16.961 18.779 -0.072 1.227 1.000
H 11.248 18.538 18.751 0.179 -0.143 0.450
H 11.386 17.670 20.333 0.433 0.217 -0.806
H 13.325 16.484 21.420 0.282 0.279 0.594
```
Positions in Å, forces in eV/Å.

HOMO energy in eV: -7.93
LUMO energy in eV: 0.6
HOMO-LUMO gap in eV: 8.5187
Maximum force in hartree/bohr: 0.0680
Calculated total energy in eV: -141641.7656

Atom charges from the Mulliken analysis, given in e for atoms 1 to 99: C -0.719; O -0.394; C -0.563; C -0.558; N 0.700; C -0.100; C 1.190; O -0.709; C -0.399; H 0.313; H 0.271; H 0.282; H 0.410; H 0.348; H -0.201; H 0.581; H -0.248; H 0.425; H -0.393; H -0.799; H 0.049; H 0.287; H -0.113; H 0.412; C -0.827; O -0.045; C -1.245; C 1.305; N -0.073; C -0.182; C -1.085; O -0.327; C -0.780; H 0.335; H 0.194; H 0.291; H 0.518; H 0.466; H 0.154; H -1.012; H -0.200; H 0.496; H 0.328; H 0.556; H 0.358; H 0.264; H 0.295; H 0.279; C -0.567; O 0.403; C 0.029; C -1.169; N -0.170; C -0.664; C -0.710; O -0.310; C -0.629; H 0.234; H -0.268; H 0.294; H 0.104; H 0.142; H 0.326; H 0.382; H 0.298; H 0.417; H 0.335; H 0.440; H 0.408; H 0.223; H 0.227; H 0.306; C -0.768; O -0.537; C -0.379; C 0.286; N -0.238; C -0.643; C -1.030; O 0.730; C -1.381; H 0.280; H 0.317; H 0.203; H 0.825; H -0.041; H -0.475; H 0.255; H 0.410; H 0.530; H 0.046; H 0.353; H 0.514; H 0.297; H 0.149; H 0.540; C -0.822; O -0.469; C -0.704